1.
28
Properties=species:S:1:pos:R:3 method="wB97M-V/def2-TZVPD" spin_multiplicity=1 de_lowest_kj_mol=316.7 charge=+1
C -0.765 1.377 -1.254
C 0.318 0.635 -0.852
C 1.159 0.962 0.237
C 1.671 -1.164 0.821
C -1.974 0.814 -2.074
C 1.394 2.389 0.703
C 1.104 -0.413 -2.802
C -1.920 -1.214 1.971
N 1.782 0.049 0.895
N 1.604 -2.315 0.992
O 0.590 -0.590 -1.399
O -0.733 -1.124 2.833
S -0.043 -2.541 3.403
H -0.934 2.332 -0.790
H -1.698 -0.080 -2.574
H -2.615 0.674 -1.192
H -2.501 1.397 -2.757
H 1.340 2.552 1.786
H 2.432 2.792 0.269
H 0.650 3.132 0.266
H 2.093 -0.811 -3.028
H 0.924 0.709 -3.089
H 0.490 -0.935 -3.566
H -1.652 -0.892 0.975
H -2.670 -0.444 2.443
H -2.373 -2.257 1.905
H 2.014 -3.134 1.374
H 0.312 -1.900 4.502


2.
28
Properties=species:S:1:pos:R:3 method="wB97M-V/def2-TZVPD" spin_multiplicity=1 de_lowest_kj_mol=564.7 charge=+2
C 0.053 0.034 0.465
C -1.003 0.049 -1.273
C -1.835 -0.979 1.906
C -0.501 -0.937 2.795
C -0.139 -1.019 -3.490
C -0.854 0.238 -3.735
C 2.994 1.175 2.410
C 1.428 0.660 0.651
N -2.202 0.004 -1.383
N -0.530 -0.639 1.371
N -0.176 0.068 -2.451
O -3.246 -0.019 -0.657
O 1.822 0.449 1.954
H -2.065 -1.954 1.677
H -2.402 -0.171 2.196
H -0.303 0.013 3.421
H -0.025 -1.885 3.102
H -0.645 -1.900 -3.352
H 0.879 -1.190 -3.939
H -0.423 1.079 -4.381
H -1.867 0.305 -3.678
H 3.254 0.628 3.329
H 2.778 2.018 2.978
H 3.760 1.187 1.636
H 2.200 0.300 -0.094
H 1.424 1.810 0.426
H -2.998 -0.038 0.367
H 0.621 0.711 -2.252


3.
30
Properties=species:S:1:pos:R:3 method="wB97M-V/def2-TZVPD" spin_multiplicity=1 de_lowest_kj_mol=753.9 charge=0
C 2.899 -0.945 0.280
C 1.972 -0.111 -0.316
C 3.414 -0.098 1.504
C -0.439 0.541 -0.979
C -0.615 1.834 -0.343
C -1.969 -0.159 -1.056
C -2.541 -0.807 0.174
C -4.024 -0.836 0.175
H 4.664 -1.815 -0.197
H 4.031 -0.670 -1.265
H 2.340 -1.760 0.914
H 3.508 1.204 1.259
H 2.532 -0.050 2.158
H 4.447 -0.517 1.991
H 0.250 -1.113 0.046
H -0.063 0.644 -1.998
H -2.401 0.825 -1.455
H -2.050 -0.941 -1.875
H -2.192 -1.929 0.303
H -2.167 -0.453 1.132
H -5.523 0.725 0.215
H -3.580 1.315 0.316
H 1.277 2.259 -0.256
N 3.745 -1.618 -0.716
N 0.627 -0.304 -0.316
N -4.348 0.583 1.002
O 2.357 1.046 -0.593
O -1.722 2.318 -0.051
O -4.808 -1.783 -0.135
O 0.380 2.616 0.082


4.
30
Properties=species:S:1:pos:R:3 method="wB97M-V/def2-TZVPD" spin_multiplicity=1 smiles="C[C@H](N)C(=O)N[C@@H](CCC(N)=O)C(=O)O" de_lowest_kj_mol=13.3 charge=0
C -1.389 1.747 2.804
C -1.662 0.252 2.614
N -1.374 -0.489 3.797
C -0.856 -0.228 1.410
O 0.263 -0.728 1.511
N -1.365 0.050 0.179
C -0.648 -0.274 -1.025
C 0.535 0.702 -1.264
C 1.085 0.647 -2.725
C 2.639 0.652 -2.784
N 3.230 -0.434 -2.261
O 3.271 1.593 -3.265
C -0.145 -1.709 -0.973
O 0.935 -2.101 -1.317
O -1.129 -2.568 -0.603
H -1.675 2.342 1.925
H -0.327 1.966 3.001
H -1.974 2.139 3.628
H -2.717 0.112 2.341
H -1.737 -1.454 3.779
H -0.376 -0.561 3.869
H -2.353 0.290 0.095
H -1.371 -0.206 -1.833
H 1.306 0.487 -0.524
H 0.166 1.726 -1.018
H 0.758 1.489 -3.335
H 0.742 -0.280 -3.198
H 2.674 -1.190 -1.859
H 4.238 -0.533 -2.283
H -0.743 -3.441 -0.684


5.
25
Properties=species:S:1:pos:R:3 method="wB97M-V/def2-TZVPD" spin_multiplicity=1 smiles="[H]/N=C/C(C)=C(/C)O.C=CC" de_lowest_kj_mol=278.3 charge=0
H 0.600 2.356 2.112
N 0.672 1.400 1.776
C 0.172 1.228 0.584
C 0.820 0.379 -0.416
C 0.469 0.565 -1.861
C 1.716 -0.552 0.008
C 2.386 -1.540 -0.895
O 1.982 -0.754 1.301
H -0.428 2.046 0.095
H 0.324 -0.384 -2.378
H -0.459 1.119 -1.996
H 1.252 1.113 -2.390
H 1.688 -2.339 -1.152
H 3.245 -1.978 -0.390
H 2.735 -1.090 -1.822
H 1.575 0.016 1.808
C -2.470 1.154 0.438
C -1.888 0.109 1.080
C -1.806 -1.272 0.500
H -2.733 2.062 0.957
H -2.726 1.095 -0.607
H -1.814 0.145 2.160
H -0.841 -1.716 0.752
H -1.883 -1.253 -0.584
H -2.587 -1.907 0.919


6.
28
Properties=species:S:1:pos:R:3 method="wB97M-V/def2-TZVPD" spin_multiplicity=1 smiles="C[C@H]1[C@H](O)[C@H](C(O)O)C(=S)N[C@H]1C" de_lowest_kj_mol=0.0 charge=0
C 1.343 -1.864 1.398
C 0.793 -0.553 0.714
C -0.194 -0.899 -0.403
O 0.473 -1.775 -1.326
C -0.709 0.298 -1.230
C 0.341 0.872 -2.243
O -0.195 1.848 -3.123
O 0.727 -0.014 -3.247
C -1.088 1.371 -0.247
S -1.982 2.669 -0.667
N -0.543 1.475 1.009
C 0.116 0.388 1.761
C -0.908 -0.364 2.630
H 1.941 -2.436 0.699
H 1.970 -1.628 2.270
H 0.520 -2.501 1.660
H 1.626 -0.047 0.234
H -1.037 -1.427 -0.031
H 0.802 -1.278 -2.112
H -1.587 0.024 -1.769
H 1.249 1.242 -1.711
H -0.867 2.381 -2.668
H 0.819 0.601 -4.020
H -0.902 2.285 1.525
H 0.868 0.868 2.385
H -1.340 0.352 3.344
H -1.792 -0.685 1.997
H -0.443 -1.203 3.172